Density functional theory data (ωB97M-V/def2-TZVPD) for a 2-piece molecular cluster, C5H6O overall in a non-equilibrium geometry.

Structure (XYZ):
```
12
Properties=species:S:1:pos:R:3:forces:R:3:mulliken_spin:R:1
C 2.7575 -0.6150 -1.6887 -0.1 0.4 -0.5 0.03
C 0.7190 -0.3929 -0.0637 -0.7 0.5 0.7 1.59
C -0.0160 -0.5871 1.2388 2.7 3.1 1.3 0.04
C -0.3676 0.4828 -0.5969 -1.7 -1.0 -2.6 0.04
C -1.2148 0.1718 0.7180 -1.0 1.7 -1.0 0.08
O 2.4368 0.1123 -2.4951 0.2 -0.4 0.4 0.04
H -0.0211 -1.4400 1.8526 -0.2 -1.2 0.5 0.01
H 0.5817 0.2823 1.8010 -1.2 -1.9 -0.1 0.09
H -0.4109 1.4694 -1.1647 0.7 -1.0 1.3 0.02
H -0.7509 -0.2639 -1.3674 -0.3 1.1 0.3 0.08
H -2.1818 -0.3038 0.4676 0.8 -0.4 0.2 0.00
H -1.5318 1.0840 1.2986 0.8 -0.8 -0.4 0.00
```
Positions in Å, forces in eV/Å.

Values from the calculation:
* energy above the lowest of the compared OMol25 structures with the same formula, charge and spin: 141.5 kJ/mol
* DFT total energy: -269.1263 Eh
* HOMO level (alpha / beta): -0.2618 / -0.4110 hartree
* spin multiplicity: 3
* lowest unoccupied orbital energy (alpha / beta): 1.119 / -0.522 eV
* net charge: 0